DFT (ωB97M-V with the def2-TZVPD basis set) results for a cluster of 4 separate species, C20H32ClN2O11P in total.

The geometry in XYZ format:
```
67
Properties=species:S:1:pos:R:3:forces:R:3
C -0.715 3.040 1.152 0.28 -0.24 0.03
C -0.847 2.223 0.083 0.55 0.25 0.19
C -0.581 0.730 0.001 0.74 0.96 -0.62
C -1.979 0.164 -0.392 -0.17 0.09 0.03
C -2.668 0.698 -1.666 -0.10 -0.05 0.09
N -4.040 1.175 -1.508 0.32 0.31 -0.10
C -4.130 2.477 -0.846 -0.27 -0.02 0.11
C -2.681 0.192 0.972 0.10 0.31 0.20
O -3.844 0.264 1.231 -0.17 -0.19 -0.02
N -1.686 0.046 2.019 0.33 -0.71 -1.10
C -0.388 -0.055 1.306 -0.05 0.28 -0.44
P 1.140 -0.128 2.355 -0.18 -0.54 0.73
O 2.282 -0.096 1.152 -0.50 0.24 0.01
Cl 1.476 1.676 3.280 0.11 0.13 -0.30
H 0.239 3.131 1.652 -0.46 -1.23 1.20
H -1.545 3.595 1.581 0.32 1.40 -1.14
H -1.174 2.660 -0.856 -1.66 -0.41 0.33
H 0.184 0.526 -0.754 -0.05 -0.42 0.05
H -1.841 -0.912 -0.566 0.11 -0.02 0.15
H -2.716 -0.136 -2.367 0.02 0.02 -0.07
H -2.028 1.447 -2.143 0.10 -0.03 0.03
H -4.370 1.339 -2.452 -0.15 -0.27 0.08
H -5.140 2.604 -0.454 -0.03 0.05 -0.03
H -3.909 3.320 -1.514 0.12 -0.02 -0.01
H -3.459 2.538 0.007 0.03 -0.05 0.01
H -1.870 -0.899 2.350 -0.24 0.35 0.88
H -0.348 -1.099 0.935 0.49 -0.03 0.08
H 2.107 -0.887 0.624 0.28 -0.02 -0.11
C -5.611 2.514 -7.822 0.22 -0.09 -0.16
C -5.236 1.931 -6.482 -0.14 0.17 -0.13
C -5.507 2.836 -5.298 -0.10 -0.02 0.07
O -4.486 2.442 -4.372 0.02 0.10 -0.14
C -3.441 1.960 -5.095 0.06 -0.06 -0.04
O -2.359 1.751 -4.653 -0.03 -0.01 0.00
O -3.810 1.751 -6.376 -0.04 -0.03 0.04
H -5.541 1.762 -8.606 -0.02 -0.01 0.01
H -6.633 2.893 -7.799 -0.01 -0.02 0.02
H -4.932 3.326 -8.083 -0.06 0.08 0.09
H -5.706 0.954 -6.341 0.02 0.00 0.07
H -6.489 2.691 -4.856 0.06 -0.06 0.11
H -5.369 3.892 -5.541 0.01 -0.01 -0.07
C 5.136 -1.307 0.518 0.12 0.27 -0.10
C 5.793 -1.813 -0.742 -0.07 -0.09 0.27
C 6.635 -3.061 -0.565 -0.03 -0.06 -0.05
O 7.635 -2.904 -1.575 0.03 0.01 0.08
C 7.786 -1.575 -1.803 0.00 0.04 -0.04
O 8.679 -1.092 -2.417 -0.01 -0.01 -0.03
O 6.775 -0.881 -1.228 -0.02 -0.05 -0.05
H 4.432 -0.509 0.299 0.01 0.02 0.00
H 4.601 -2.110 1.027 0.00 -0.02 -0.03
H 5.887 -0.894 1.193 0.04 -0.14 0.04
H 5.051 -1.956 -1.533 0.05 -0.03 -0.05
H 6.083 -3.984 -0.722 0.06 -0.02 -0.11
H 7.124 -3.091 0.413 -0.04 0.05 0.03
C 1.848 -1.620 7.657 -0.18 0.17 -0.12
C 1.740 -2.806 6.731 0.14 0.12 0.20
C 3.061 -3.463 6.381 0.00 -0.06 0.03
O 2.811 -3.973 5.066 0.07 0.09 -0.01
C 1.857 -3.193 4.500 -0.08 0.09 -0.02
O 1.574 -3.196 3.347 0.02 -0.27 -0.10
O 1.275 -2.406 5.430 -0.05 -0.09 0.01
H 0.863 -1.297 7.990 0.00 -0.02 0.02
H 2.443 -1.874 8.534 0.00 -0.03 0.00
H 2.310 -0.780 7.138 0.12 -0.06 0.01
H 1.034 -3.541 7.126 0.02 -0.05 -0.05
H 3.337 -4.272 7.051 -0.03 -0.09 -0.10
H 3.879 -2.740 6.326 -0.03 0.05 0.03
```
Positions in Å, forces in eV/Å.

Values from the calculation:
E_LUMO: 0.336 eV
orbital gap: 0.3030 hartree
SMILES: C=C[C@@H]1[C@H](CNC)C(=O)N[C@@H]1P(O)Cl.C[C@@H]1COC(=O)O1.C[C@@H]1COC(=O)O1.C[C@@H]1COC(=O)O1
total energy: -68571.3581 eV


DFT (ωB97M-V with the def2-TZVPD basis set) results for a structure of composition C29H43AuN3S3Si2Te.

The geometry in XYZ format:
```
82
Properties=species:S:1:pos:R:3:forces:R:3
Au -1.054 -1.228 0.248 -0.07 0.10 -0.29
S -2.373 0.475 1.298 -0.04 -0.32 0.39
C -1.446 0.800 2.695 0.10 0.11 -0.13
N -1.811 1.662 3.592 0.00 0.04 0.00
C -0.950 1.946 4.753 0.00 -0.03 0.01
C -0.286 0.674 5.191 -0.02 -0.01 0.00
N 0.430 0.082 4.039 -0.04 -0.05 0.03
C 1.757 -0.523 4.357 0.00 0.02 -0.01
C 2.712 0.551 4.804 0.02 0.00 -0.02
C 3.146 0.595 6.124 0.00 0.00 0.00
C 4.025 1.591 6.530 0.00 0.00 0.00
C 4.462 2.542 5.621 0.00 0.00 0.00
C 4.028 2.501 4.300 0.00 0.00 0.00
C 3.157 1.505 3.891 -0.01 0.01 0.01
C -0.099 0.132 2.863 0.04 0.08 -0.03
S 0.741 -0.460 1.457 -0.10 0.00 0.11
C -3.087 2.423 3.547 0.00 0.03 0.01
C -3.989 1.973 4.667 0.00 0.01 0.01
C -4.372 0.637 4.769 0.00 0.00 -0.01
C -5.203 0.232 5.800 0.01 -0.01 0.00
C -5.661 1.160 6.729 0.00 0.00 -0.01
C -5.284 2.490 6.628 0.00 0.00 0.01
C -4.443 2.898 5.600 0.01 0.00 0.00
H -1.588 2.330 5.548 -0.01 -0.01 -0.01
H -0.224 2.713 4.472 0.00 0.00 0.01
H -1.013 -0.059 5.551 0.01 0.00 0.02
H 0.449 0.870 5.967 0.01 0.01 -0.01
H 2.105 -1.048 3.473 -0.01 -0.03 0.01
H 1.571 -1.248 5.151 0.00 0.02 0.01
H 2.817 -0.155 6.834 0.00 0.00 0.00
H 4.372 1.618 7.554 0.00 0.00 0.00
H 5.150 3.314 5.937 0.00 0.00 0.00
H 4.381 3.238 3.591 0.00 0.00 0.00
H 2.838 1.464 2.854 0.00 0.00 0.00
H -3.530 2.296 2.562 -0.01 -0.03 0.01
H -2.816 3.473 3.666 0.00 0.01 -0.02
H -4.039 -0.087 4.031 -0.01 0.00 0.00
H -5.508 -0.804 5.877 0.00 0.00 -0.01
H -6.319 0.845 7.527 0.01 0.00 0.00
H -5.643 3.213 7.347 -0.01 0.00 0.00
H -4.155 3.940 5.520 0.00 0.00 0.00
C 0.671 -6.891 0.189 0.03 -0.01 0.03
Si 1.010 -5.095 0.496 -0.02 0.04 -0.10
C -0.285 -4.333 1.616 -0.02 0.00 -0.02
C 2.714 -4.757 1.158 0.00 0.02 0.05
C 0.898 -4.295 -1.263 -0.05 -0.03 0.14
Te 0.593 -2.231 -1.586 0.11 -0.02 -0.12
C 2.529 -1.593 -1.094 0.09 0.02 -0.03
Si 3.622 -1.410 -2.711 -0.01 -0.02 0.10
C 3.244 0.293 -3.351 -0.01 -0.02 -0.02
C 5.355 -1.642 -2.100 0.02 0.03 -0.06
C 3.108 -2.739 -3.918 0.00 -0.01 0.03
H 0.743 -7.454 1.122 0.00 0.00 0.00
H 1.392 -7.323 -0.507 -0.01 0.00 0.00
H -0.330 -7.056 -0.216 0.00 0.00 0.00
H -0.283 -4.868 2.569 -0.01 -0.01 0.00
H -1.300 -4.409 1.217 0.01 0.00 0.01
H -0.065 -3.285 1.837 0.01 -0.04 0.03
H 2.844 -5.258 2.121 0.00 -0.01 -0.01
H 2.897 -3.693 1.327 0.00 0.00 0.01
H 3.491 -5.140 0.493 0.00 0.01 -0.01
H 0.149 -4.798 -1.877 -0.01 0.02 -0.02
H 1.859 -4.437 -1.770 -0.01 -0.03 -0.01
H 2.958 -2.306 -0.389 -0.09 -0.02 0.00
H 2.453 -0.614 -0.618 0.05 0.02 -0.06
H 3.706 1.061 -2.729 -0.02 0.00 0.01
H 2.169 0.491 -3.396 0.00 0.00 -0.02
H 3.632 0.415 -4.364 0.01 0.01 0.01
H 5.601 -0.943 -1.297 0.00 0.00 0.00
H 6.063 -1.464 -2.913 0.00 0.00 0.01
H 5.523 -2.658 -1.737 0.00 0.00 0.01
H 2.074 -2.648 -4.264 0.00 -0.01 -0.01
H 3.266 -3.749 -3.533 0.00 0.00 -0.01
H 3.731 -2.651 -4.812 0.00 0.00 0.00
S -4.166 -3.732 -1.975 0.01 0.00 0.01
C -4.794 -2.188 -1.622 0.01 0.00 0.01
C -3.875 -1.441 -0.969 0.04 0.03 -0.06
N -2.676 -2.093 -0.759 -0.03 0.09 -0.05
C -2.709 -3.321 -1.250 -0.03 -0.05 0.11
H -5.794 -1.904 -1.908 0.00 0.00 0.00
H -4.017 -0.428 -0.631 0.01 0.03 -0.03
H -1.896 -4.022 -1.153 0.03 0.01 -0.02
```
Positions in Å, forces in eV/Å.

Values from the calculation:
net charge: +3
relative energy (zero: lowest compared OMol25 entry of this formula, charge and spin): 0.0 kcal per mole
E_LUMO: -10.335 eV
orbital gap: 0.2083 hartree
total energy: -94465.3016 eV


DFT (ωB97M-V with the def2-TZVPD basis set) results for a cluster of 2 separate species, C2H10NS in total.

The geometry in XYZ format:
```
14
Properties=species:S:1:pos:R:3:forces:R:3
C 0.723 -1.921 0.392 0.43 0.40 -0.10
N 0.607 -1.000 -0.800 -0.19 0.12 -0.16
H -0.051 -2.675 0.332 0.09 -0.13 -0.02
H 1.730 -2.334 0.415 -0.20 -0.12 -0.06
H 0.589 -1.283 1.262 -0.14 -0.19 0.08
H -0.377 -0.842 -1.019 -0.04 0.01 -0.06
H 1.058 -1.297 -1.668 0.11 -0.37 0.20
H 0.973 -0.075 -0.571 0.12 0.00 -0.01
C -0.661 1.456 0.248 0.19 0.02 0.66
S -1.691 2.757 0.972 0.06 0.30 -0.01
H 0.056 1.106 1.003 -0.09 0.24 0.11
H -1.315 0.605 0.042 0.07 0.16 -0.54
H -0.068 1.851 -0.581 -0.40 -0.23 -0.20
H -1.574 3.652 -0.026 0.00 -0.20 0.11
```
Positions in Å, forces in eV/Å.

Values from the calculation:
net charge: +1
relative energy (zero: lowest compared OMol25 entry of this formula, charge and spin): 20.9 kcal per mole
E_LUMO: -3.936 eV
orbital gap: 0.3149 hartree
total energy: -14554.1580 eV


DFT (ωB97M-V with the def2-TZVPD basis set) results for a structure of composition C56H77GeN5O4P3V.

The geometry in XYZ format:
```
147
Properties=species:S:1:pos:R:3:forces:R:3
V -0.099 0.084 -0.298 -2.06 0.29 -0.21
C 4.868 -2.310 -2.744 0.11 -0.13 0.06
C 3.340 -2.240 -2.676 -0.04 -0.25 -0.16
C 2.732 -3.569 -3.141 -0.09 0.02 0.04
P 2.621 -1.741 -1.043 0.26 0.02 0.33
C 3.341 -0.025 -0.884 -0.05 -0.52 -0.11
N 2.956 0.632 -2.124 -0.07 0.34 -0.20
Ge 1.058 0.415 -2.490 -0.29 0.56 -1.00
N 0.558 -1.137 -3.568 0.00 -0.16 -0.20
C -0.385 -2.111 -3.043 0.16 0.50 0.03
P -1.358 -1.467 -1.621 0.00 -0.89 -0.79
C -2.876 -0.695 -2.363 0.06 0.00 -0.16
C -4.153 -1.531 -2.305 -0.10 0.04 0.01
C -2.605 -0.188 -3.790 0.00 -0.08 0.00
C -1.820 -3.083 -0.815 0.31 -0.04 0.14
C -0.610 -3.625 -0.029 -0.33 -0.16 -0.29
C -2.326 -4.175 -1.758 -0.09 -0.08 -0.09
C 0.856 -1.256 -4.914 -0.21 -0.08 0.09
C 0.456 -2.351 -5.707 0.09 0.09 -0.21
C 0.642 -2.341 -7.088 -0.03 0.04 0.19
C 1.217 -1.246 -7.716 0.03 -0.02 0.04
C 1.683 -0.191 -6.933 0.02 -0.01 0.00
C 1.561 -0.220 -5.555 0.09 0.11 0.42
N 2.121 0.790 -4.647 0.35 0.05 -1.13
C 3.558 0.670 -4.448 -0.30 0.03 0.10
C 4.501 0.536 -5.455 0.04 0.00 -0.02
C 5.861 0.561 -5.162 -0.04 0.01 0.13
C 6.255 0.747 -3.841 -0.14 0.02 0.00
C 5.311 0.804 -2.823 0.11 0.31 -0.16
C 3.938 0.706 -3.100 0.13 0.31 0.09
C 1.714 2.140 -5.033 -0.13 -0.29 0.23
C 2.337 2.899 -6.005 0.08 -0.07 0.01
C 1.765 4.089 -6.444 -0.09 0.05 0.00
C 0.545 4.477 -5.911 -0.02 -0.15 0.18
C -0.052 3.748 -4.881 0.21 0.06 -0.20
C 0.561 2.591 -4.366 -0.17 -0.10 0.25
N 0.105 1.893 -3.253 0.38 0.43 -0.29
C -0.959 2.547 -2.504 0.17 -0.20 -0.16
P -1.179 2.357 -0.515 0.13 0.19 -0.31
C -2.948 3.034 -0.909 -0.15 -0.20 0.32
C -3.008 4.505 -1.342 -0.04 0.08 -0.10
C -4.094 2.809 0.079 0.09 0.18 0.04
C 0.155 3.639 -0.125 0.18 -0.01 -0.23
C 1.371 3.657 -1.057 -0.04 0.18 0.01
C -0.339 5.073 0.067 0.01 0.08 0.05
C 3.618 -2.814 0.102 -0.33 -0.24 0.33
C 4.359 -2.042 1.195 0.05 -0.12 0.00
C 2.675 -3.880 0.682 0.25 -0.11 0.11
H 5.186 -2.263 -3.792 -0.03 0.01 0.12
H 5.239 -3.254 -2.329 -0.03 0.10 -0.08
H 5.359 -1.486 -2.221 -0.09 -0.28 -0.06
H 2.999 -1.462 -3.358 0.07 -0.26 -0.02
H 2.990 -4.384 -2.454 0.01 0.06 -0.09
H 3.114 -3.830 -4.134 -0.01 0.00 0.09
H 1.640 -3.512 -3.213 0.51 -0.10 -0.04
H 4.418 -0.065 -0.766 0.03 0.06 0.04
H 2.931 0.449 0.007 -0.06 0.18 0.00
H 0.111 -3.019 -2.689 -0.17 -0.01 0.05
H -1.088 -2.410 -3.820 -0.10 -0.03 -0.04
H -3.018 0.169 -1.716 -0.05 0.15 0.10
H -4.114 -2.361 -3.017 -0.06 0.15 0.08
H -5.006 -0.900 -2.581 0.08 -0.07 0.03
H -4.342 -1.932 -1.302 0.01 0.06 -0.19
H -2.684 -1.004 -4.518 0.02 0.10 0.11
H -1.613 0.263 -3.895 -0.17 -0.03 0.01
H -3.349 0.570 -4.059 0.03 -0.10 0.02
H -2.596 -2.824 -0.096 -0.09 0.02 0.07
H 0.180 -3.965 -0.707 -0.15 0.07 0.07
H -0.915 -4.486 0.582 0.02 0.14 -0.13
H -0.180 -2.882 0.625 0.09 0.28 0.26
H -1.628 -4.352 -2.585 -0.11 -0.01 0.16
H -3.307 -3.956 -2.179 0.17 -0.08 0.05
H -2.407 -5.113 -1.197 -0.01 0.07 -0.08
H 0.005 -3.220 -5.243 0.03 0.07 -0.10
H 0.314 -3.196 -7.675 0.04 0.11 0.09
H 1.322 -1.212 -8.797 -0.02 0.00 0.18
H 2.124 0.671 -7.419 0.03 -0.01 0.09
H 4.186 0.398 -6.482 -0.06 0.04 0.06
H 6.594 0.458 -5.955 -0.09 0.03 0.10
H 7.310 0.835 -3.597 -0.11 -0.04 0.00
H 5.647 0.945 -1.800 -0.01 -0.02 -0.16
H 3.281 2.574 -6.428 -0.10 -0.05 0.04
H 2.255 4.682 -7.209 -0.05 -0.07 0.08
H 0.049 5.367 -6.283 0.03 -0.06 0.04
H -1.003 4.077 -4.490 0.02 0.02 -0.01
H -1.914 2.279 -2.967 0.07 0.10 -0.07
H -0.852 3.628 -2.607 0.07 -0.06 -0.11
H -3.224 2.437 -1.771 -0.04 -0.06 -0.16
H -2.993 5.169 -0.471 -0.02 -0.09 -0.16
H -3.952 4.681 -1.871 0.06 -0.01 0.07
H -2.200 4.804 -2.012 -0.23 -0.03 0.13
H -3.984 3.415 0.985 -0.02 -0.13 -0.11
H -4.220 1.760 0.346 0.00 0.04 0.01
H -5.025 3.123 -0.407 0.07 0.01 0.05
H 0.530 3.300 0.835 0.04 -0.03 0.16
H 1.139 4.043 -2.057 0.05 -0.06 0.16
H 1.827 2.676 -1.168 0.03 -0.03 -0.03
H 2.133 4.316 -0.620 -0.11 -0.06 -0.05
H -0.583 5.544 -0.890 0.05 -0.03 0.15
H 0.464 5.661 0.524 -0.04 -0.01 -0.04
H -1.212 5.141 0.721 0.12 0.02 -0.08
H 4.360 -3.327 -0.506 0.07 -0.02 -0.04
H 5.204 -1.478 0.788 -0.11 -0.04 0.04
H 4.758 -2.749 1.930 -0.01 0.09 -0.02
H 3.714 -1.341 1.726 -0.08 0.01 0.04
H 1.863 -3.412 1.241 0.01 0.01 0.07
H 3.212 -4.553 1.364 -0.06 0.09 -0.13
H 2.223 -4.487 -0.113 0.13 0.12 0.18
N -3.914 -0.486 2.168 0.11 0.08 -0.02
C -2.874 0.189 1.640 0.29 -0.18 -0.47
O -2.290 -0.264 0.638 0.09 0.14 0.66
C -2.533 1.501 2.291 0.37 -0.04 -0.29
C -1.509 2.350 1.526 -0.22 -0.06 0.03
H -4.191 -1.363 1.766 0.02 -0.11 -0.03
H -4.385 -0.151 2.988 -0.01 0.05 0.01
H -2.150 1.268 3.285 0.00 -0.13 0.19
H -3.469 2.025 2.455 -0.11 0.06 0.04
H -0.528 2.077 1.902 0.10 0.07 0.07
H -1.662 3.397 1.812 -0.04 -0.09 0.03
O -0.399 -1.530 3.121 -0.06 -0.04 -0.37
C 0.465 -0.609 3.743 0.03 -0.03 -0.26
C 1.082 0.269 2.593 -0.91 -0.17 -1.47
O 1.874 1.112 2.897 0.82 0.63 0.22
O 0.701 0.148 1.294 1.33 -0.76 4.20
C 1.546 -1.329 4.598 -0.08 0.16 -0.18
C 2.731 -0.702 4.980 0.11 -0.04 0.03
C 3.608 -1.323 5.864 -0.07 -0.03 -0.04
C 3.315 -2.576 6.392 -0.03 0.04 -0.05
C 2.138 -3.208 6.013 0.01 0.03 0.00
C 1.264 -2.585 5.129 0.06 -0.11 -0.06
C -0.328 0.268 4.756 0.26 0.15 -0.23
C -1.447 -0.278 5.376 -0.15 0.03 0.04
C -2.164 0.444 6.323 0.05 0.05 0.00
C -1.764 1.729 6.674 -0.05 -0.07 -0.01
C -0.637 2.274 6.073 0.04 -0.03 -0.05
C 0.082 1.548 5.127 -0.11 0.01 -0.02
H -0.687 -2.183 3.764 0.00 -0.01 -0.02
H 2.971 0.274 4.578 -0.03 -0.07 0.07
H 4.526 -0.817 6.147 -0.10 -0.05 -0.04
H 3.993 -3.053 7.093 -0.07 0.06 -0.10
H 1.893 -4.189 6.409 0.02 0.12 -0.05
H 0.360 -3.123 4.857 0.12 0.01 0.08
H -1.795 -1.272 5.115 0.00 0.07 0.04
H -3.037 0.000 6.791 0.08 0.03 -0.05
H -2.324 2.297 7.412 0.08 -0.08 -0.10
H -0.308 3.273 6.342 -0.04 -0.11 -0.06
H 0.951 1.987 4.655 -0.05 -0.01 0.08
```
Positions in Å, forces in eV/Å.

Values from the calculation:
relative energy (zero: lowest compared OMol25 entry of this formula, charge and spin): 14.0 kcal per mole
E_LUMO (alpha / beta): 0.084 / 0.085 eV
orbital gap (alpha / beta): 0.2346 / 0.2305 hartree
spin multiplicity: 3
total energy: -185032.6137 eV


- Among the records above, which one has the highest total energy?
  C2H10NS


- Number 3 is which compound?
  C2H10NS


- Which value of total energy does entry 2 give?
  -94465.3016 eV